{"formula": "C18H21N7O2ReS3", "method": "ωB97M-V with the def2-TZVPD basis set", "total_charge": 2, "s2": 0.76, "e_homo_ha": [-0.4792, -0.4792], "multiplicity": 2, "symbols": ["Re", "S", "S", "S", "O", "O", "N", "N", "N", "N", "N", "N", "N", "C", "C", "C", "C", "C", "C", "C", "C", "C", "C", "C", "C", "C", "C", "C", "C", "C", "C", "H", "H", "H", "H", "H", "H", "H", "H", "H", "H", "H", "H", "H", "H", "H", "H", "H", "H", "H", "H", "H"], "coordinates": [[-0.90898, -0.51350, -0.47452], [1.60634, 0.45447, -1.21152], [-0.37804, -2.56725, -1.10798], [-3.02376, -0.58132, -1.52623], [0.45246, 0.32974, -2.14451], [2.51213, -0.64008, -1.12192], [4.46009, 5.47871, -1.95227], [-1.94752, 1.40210, -0.44287], [1.75104, -0.08325, 2.25220], [-0.45731, -0.69330, 1.60717], [0.65699, 0.52701, 0.18100], [-2.13559, -3.70605, 0.57238], [-0.26143, -4.97713, -0.06461], [0.26981, -1.20623, 3.77402], [-1.68678, 2.65142, -0.04858], [-3.05877, -4.72349, 1.10253], [-0.70935, -1.23214, 2.79830], [-0.33569, -6.15817, 0.80768], [-2.59713, 3.66453, -0.27951], [3.77799, 4.32748, -1.77633], [-3.78347, 3.36887, -0.93676], [3.84557, 3.63688, -0.54658], [1.49839, -0.65163, 3.44215], [3.15691, 2.46614, -0.36498], [0.75512, -0.09249, 1.41811], [-3.08769, 1.12109, -1.09019], [2.27373, 2.63858, -2.62820], [2.36351, 1.97495, -1.40482], [2.97500, 3.80383, -2.80943], [-0.99228, -3.88646, -0.05981], [-4.04324, 2.07050, -1.36271], [4.47490, 5.93858, -2.84467], [-1.68381, -1.67632, 2.95292], [-0.83154, -6.98712, 0.30707], [-0.74080, 2.81856, 0.44889], [-4.07160, -4.38443, 0.90296], [4.45708, 4.03235, 0.25452], [1.65905, 2.24105, -3.42549], [-4.94882, 1.80972, -1.89148], [-2.52634, -2.78176, 0.44122], [-2.37670, 4.66964, 0.04902], [0.09056, -1.61459, 4.75707], [0.52297, -4.95563, -0.70277], [3.23365, 1.93051, 0.57519], [-2.91262, -5.66920, 0.59223], [5.09061, 5.81926, -1.24920], [-4.50666, 4.15158, -1.12512], [-2.93574, -4.85648, 2.17541], [-0.85135, -5.91655, 1.72956], [2.31380, -0.64504, 4.15494], [0.68076, -6.45340, 1.05244], [2.91457, 4.32549, -3.75593]], "forces_ev_per_a": [[0.1, 0.3, -0.2], [0.1, 0.2, 0.2], [-0.1, -0.4, -0.3], [-0.2, -0.1, 0.0], [0.0, -0.2, 0.1], [0.1, 0.0, 0.1], [0.0, -0.1, 0.0], [0.0, 0.1, 0.0], [0.1, 0.0, 0.1], [0.0, 0.1, 0.1], [0.1, 0.0, -0.1], [0.0, -0.1, 0.0], [0.1, -0.1, 0.1], [0.1, 0.0, 0.0], [0.1, -0.1, 0.0], [0.0, 0.0, 0.0], [0.0, -0.1, -0.1], [0.0, 0.0, 0.0], [0.0, 0.0, 0.0], [0.0, 0.0, 0.0], [0.0, 0.0, 0.0], [0.0, 0.0, 0.0], [0.0, 0.0, -0.1], [0.1, 0.0, 0.0], [-0.3, -0.1, 0.1], [0.1, 0.0, 0.1], [-0.1, 0.1, 0.0], [-0.1, -0.1, -0.1], [0.0, 0.1, 0.0], [0.0, 0.1, 0.1], [-0.1, 0.1, 0.0], [0.0, 0.0, 0.0], [0.0, 0.0, 0.0], [0.0, 0.0, 0.0], [0.0, 0.0, 0.0], [0.0, 0.0, 0.0], [0.0, 0.0, 0.0], [0.0, 0.0, 0.0], [0.0, 0.0, 0.0], [0.0, 0.0, 0.0], [0.0, 0.0, 0.0], [0.0, 0.0, 0.0], [0.0, 0.0, 0.0], [0.0, 0.0, 0.0], [0.0, 0.0, 0.0], [0.0, 0.0, 0.0], [0.0, 0.0, 0.0], [0.0, 0.0, 0.0], [0.0, 0.0, 0.0], [0.0, 0.0, 0.0], [0.0, 0.0, 0.0], [0.0, 0.0, 0.0]]}